DFT (ωB97M-V/def2-TZVPD) results for a molecular structure, C18H30F18K2O18P3.

Calculated values
charge: -1
gap between HOMO and LUMO: 8.981 eV
multiplicity: 1
lowest unoccupied orbital energy: 1.043 eV

```
89
C18H30F18K2O18P3, DFT ωB97M-V/def2-TZVPD
K 0.1003 -0.0843 -1.0501
K -2.4116 2.6523 -4.1736
P 1.2768 2.2642 -3.2508
P -1.6192 -2.5310 -3.4632
P -3.3178 1.7195 -0.3195
F 1.4889 0.6194 -3.3129
F -4.7657 1.8944 -0.9759
F 2.5533 2.4650 -4.1708
F -3.2238 -2.4819 -3.9092
F -1.4349 -3.4758 -4.7770
F -1.3303 -1.1467 -4.3271
F -0.0836 -2.7593 -3.0202
F -1.9957 -1.6893 -2.1087
F 2.1892 2.3286 -1.9025
F -2.8544 0.7629 -1.5736
F 0.4487 2.2761 -4.6367
F -1.9713 -3.8957 -2.6138
F 1.1155 3.8150 -3.2080
F -1.8182 1.6015 0.3650
F -3.9122 0.4598 0.5662
F -3.8531 2.8191 0.8366
F -0.1998 2.1586 -2.5108
F -2.8391 2.8973 -1.2990
O 2.0527 -1.6446 -0.0731
O 3.7905 -2.3161 1.2191
O -0.3850 -1.1926 1.6551
O 1.4716 1.4539 1.1186
O 1.0769 7.8741 1.2312
O -5.3509 -3.0398 -0.8654
O -5.0447 -3.7402 1.0816
O -1.5095 -2.1692 3.4429
O 5.8852 -1.0438 -1.8074
O 1.5480 5.8582 0.4082
O -1.1641 -3.3867 1.7148
O 3.1828 -3.6068 -0.4729
O 1.8573 1.1122 3.2851
O -5.7851 -1.6357 0.8330
O -0.4988 6.5561 0.0403
O 7.1921 -1.3927 -0.0378
O 0.4068 2.6849 2.6683
O 5.6095 0.2405 -0.1300
C -0.4760 5.2649 -0.4858
C 4.8777 0.8507 -1.1676
C 1.2261 1.7053 2.2741
C 2.8917 -2.4401 0.1641
C -5.0216 -3.7949 2.5080
C 4.7840 -0.3129 -2.1539
C -0.9588 -2.1373 2.2152
C 1.4946 1.7291 4.4361
C -0.7911 -3.5469 0.3323
C -5.4595 -2.7231 0.3749
C 6.3755 -0.7209 -0.6497
C 2.7596 -3.9120 -1.7530
C 3.8292 -1.0891 1.8756
C 0.7158 6.8385 0.6180
C -5.4445 -2.0175 -1.7939
C 0.4105 2.8012 4.0509
C -1.4289 -1.0485 4.3881
C 0.9542 4.7464 -0.2730
H 2.9680 -3.0715 -2.4150
H 1.1011 3.8280 0.2953
H -4.6310 -1.2956 -1.7214
H 0.7203 3.8115 4.3179
H -6.0161 -3.5242 2.8624
H 3.2483 -4.7576 -2.2370
H 1.4952 4.6292 -1.2120
H -0.5923 -2.6143 -0.1958
H 0.0570 -4.1667 0.0414
H -5.4986 -2.3014 -2.8449
H -4.2753 -3.1034 2.8993
H 1.6847 -3.9979 -1.9116
H -0.3845 -0.7849 4.5549
H -1.8835 -1.3694 5.3253
H 2.8465 -0.9604 2.3292
H -0.5022 2.5636 4.5974
H 0.9995 0.9827 5.0573
H -1.6617 -4.0428 -0.0969
H 4.8852 0.0971 -3.1588
H -6.4199 -1.5579 -1.6346
H 5.3945 1.7230 -1.5677
H 2.3335 2.2276 4.9217
H -1.8972 -0.1801 3.9247
H 3.9437 1.2540 -0.7764
H -1.2137 4.6588 0.0400
H 4.5239 -1.0390 2.7140
H 3.7758 -0.7227 -2.0940
H -0.7899 5.2471 -1.5294
H -4.7814 -4.8142 2.8104
H 3.9534 -0.1922 1.2687
```

***

DFT (ωB97M-V/def2-TZVPD) results for a molecular structure, C6H13NO.

Calculated values
charge: 0
gap between HOMO and LUMO: 8.645 eV
multiplicity: 1
ΔE to the lowest compared entry with this formula, charge and spin: 80.82 kcal per mole
lowest unoccupied orbital energy: 0.958 eV

```
21
C6H13NO, DFT ωB97M-V/def2-TZVPD
O 0.5456 -2.2784 1.1405
N -1.6138 0.8229 0.8970
C -0.2304 0.7788 0.7668
C 0.3334 2.4730 0.0360
C -1.0594 -2.5518 -0.5806
C -0.0838 -1.7474 0.2627
C 1.8420 -0.0131 -0.5141
C 0.3436 0.0466 -0.3327
H -2.0007 -2.0056 -0.6594
H -1.2621 -3.5449 -0.1757
H -0.5110 3.1389 0.1996
H 2.1298 -1.0117 -0.8427
H 2.3568 0.1603 0.4307
H 1.1593 2.7399 0.6905
H -2.1986 0.1993 0.3610
H 0.6035 2.5968 -1.0087
H 0.3124 0.6719 1.7086
H 2.1769 0.7380 -1.2264
H -1.9708 1.3246 1.6953
H -0.2163 0.1416 -1.2595
H -0.6565 -2.6798 -1.5890
```

***

DFT (ωB97M-V/def2-TZVPD) results for a molecular structure, C9H14ClI2NOPTi.

Calculated values
charge: +3
gap between HOMO and LUMO (spin up / spin down): 5.080 / 5.008 eV
multiplicity: 1
ΔE to the lowest compared entry with this formula, charge and spin: 0.00 kcal per mole
lowest unoccupied orbital energy (spin up / spin down): -14.752 / -14.824 eV

```
30
C9H14ClI2NOPTi, DFT ωB97M-V/def2-TZVPD
I -2.3852 0.7841 -3.3724
I 0.7232 1.2872 -2.9942
Ti -0.4167 0.4897 -0.7655
Cl -2.3179 0.0733 0.4592
P -0.1427 -2.2110 -0.4814
O 2.8335 -0.4484 -0.0934
N 0.1211 1.8715 0.8592
C 1.3328 -3.2551 -0.9133
C 0.2547 2.0930 2.2249
C 0.4047 3.3837 2.7407
C 0.3819 4.2614 0.5444
C -0.9762 -3.3041 0.7647
C 0.2241 2.9698 0.0533
C -1.2248 -2.3844 -1.9530
C 0.4493 4.5052 1.9129
C 1.6898 -0.2864 -0.1953
H -0.3160 -3.4041 1.6417
H 0.4687 3.5741 3.8142
H -0.7599 -1.8813 -2.8146
H -2.2044 -1.9325 -1.7281
H 1.0075 -4.2696 -1.2071
H -1.1484 -4.2972 0.3150
H 0.5383 5.5357 2.2910
H 2.0028 -3.3271 -0.0338
H 0.2107 1.2806 2.9679
H 0.4160 5.0872 -0.1524
H 0.1929 2.8805 -1.0499
H 1.8728 -2.7813 -1.7541
H -1.3054 -3.4620 -2.1323
H -1.9270 -2.8326 1.0517
```

***

Looking at strongest force on any atom for the records above, in order, we have 0.086; 0.110; 0.098 Eh/bohr.